1.
The following is a DFT calculation (ωB97M-V/def2-TZVPD) of a structure of composition C23H12Cl4F5N2NiO3S.

```
51
Properties=species:S:1:pos:R:3
Ni -0.1256 -1.0879 -0.8755
Cl -0.7529 1.3221 1.5992
C 0.5687 0.4550 2.3245
C 0.5241 0.2644 3.6956
C 1.5539 -0.4159 4.3215
C 2.6235 -0.8821 3.5749
C 2.6444 -0.6795 2.2053
Cl 4.0186 -1.2872 1.3324
C 1.6093 -0.0268 1.5210
S 1.6000 0.1497 -0.2281
H -0.3211 0.6404 4.2544
H 1.5228 -0.5841 5.3897
H 3.4410 -1.4145 4.0408
Cl -3.6438 -3.8345 -2.9497
C -3.3115 -2.1423 -3.1301
C -4.1237 -1.3768 -3.9783
C -3.9166 -0.0358 -4.1435
Cl -4.9649 0.8783 -5.1984
C -2.8641 0.6158 -3.4608
C -2.5687 1.9961 -3.5132
C -1.5308 2.4934 -2.7778
C -0.7522 1.6210 -1.9960
N -0.9961 0.3334 -1.9370
C -2.0488 -0.1772 -2.6340
C -2.2539 -1.5813 -2.4208
O -1.4763 -2.2053 -1.6078
H -4.9336 -1.8652 -4.5028
H -3.1794 2.6464 -4.1251
H -1.3015 3.5499 -2.7725
H 0.0778 1.9730 -1.3979
N 2.2071 3.5036 -0.0082
C 1.5803 4.1235 1.1567
C 0.2926 4.8433 0.7624
O -0.4326 5.3863 1.5505
O 0.0635 4.8292 -0.5550
H 3.2007 3.6756 -0.0488
H 0.8447 4.3427 -0.9187
H 2.0571 2.4939 -0.0300
H 2.2326 4.8759 1.6017
H 1.3242 3.4114 1.9427
F -1.1976 -2.0624 1.8200
C -0.1214 -2.7838 1.4318
C 0.4888 -2.5159 0.2228
C 1.5746 -3.3103 -0.0829
F 2.2400 -3.1344 -1.2428
C 2.0553 -4.2960 0.7626
F 3.1290 -5.0334 0.4341
C 1.4272 -4.5141 1.9744
F 1.8814 -5.4599 2.8133
C 0.3243 -3.7528 2.3135
F -0.2900 -3.9649 3.4902
```

For the lowest unoccupied orbital energy, the calculation gives 0.0786 hartree. As for the charge: -1. The calculation puts the highest occupied orbital energy at -5.21 eV. Its maximum force is 0.002 hartree/bohr.

=====

2.
The following is a DFT calculation (ωB97M-V/def2-TZVPD) of an isolated molecule of C5H5NO3.

```
14
Properties=species:S:1:pos:R:3
O -0.5284 2.2516 -0.0736
C -1.0819 0.9048 0.0321
O -2.4552 0.8522 0.0911
N -2.9505 -0.3400 -0.0498
C -1.8037 -1.1912 0.0251
C -0.6128 -0.2984 -0.0112
C 0.8771 -0.4813 -0.4641
C 2.0814 -0.3682 0.4482
O 1.6522 0.6932 -0.3574
H 0.6193 2.0271 0.2155
H -2.0425 -2.1368 -0.4123
H 1.2584 -0.6436 -1.5393
H 2.9693 -1.0308 0.3433
H 2.0175 -0.2386 1.7526
```

For the lowest unoccupied orbital energy, the calculation gives 0.0234 hartree. As for the SMILES: Oc1oncc1[C@@H]1CO1. The calculation puts the highest occupied orbital energy at -9.43 eV. Its maximum force is 0.124 hartree/bohr.

=====

3.
The following is a DFT calculation (ωB97M-V/def2-TZVPD) of an isolated molecule of C17H19N3O2.

```
41
Properties=species:S:1:pos:R:3
C -4.3282 -3.0661 -0.7921
C -3.2010 -2.2543 -0.2233
C -3.3416 -0.8157 -0.3659
C -2.9119 0.0905 0.5274
C -3.1029 1.5038 0.4114
C -3.6696 2.2940 -0.5647
C -3.5481 3.6249 -0.1192
C -2.9219 3.5596 1.0906
O -2.6514 2.2910 1.4188
N -2.2739 -2.9391 0.3288
N -1.0968 -2.4022 0.7892
C -0.3098 -1.4853 0.1709
O -0.6268 -0.8493 -0.8124
C 1.0541 -1.3236 0.8430
N 1.6977 -0.1679 0.2855
C 3.0677 -0.0306 0.2311
C 3.9003 -0.7341 1.1021
C 5.2706 -0.5534 1.0741
C 5.8368 0.3354 0.1806
C 5.0149 1.0470 -0.6793
C 3.6417 0.8836 -0.6716
C 2.7740 1.6694 -1.6116
H -5.2814 -2.7140 -0.4030
H -4.3422 -2.9583 -1.8754
H -4.1928 -4.1132 -0.5401
H -3.9048 -0.4856 -1.2273
H -2.3981 -0.2198 1.4275
H -4.1081 1.9629 -1.4829
H -3.8786 4.5086 -0.6255
H -2.6264 4.3213 1.7850
H -0.6592 -3.0256 1.4566
H 1.6346 -2.2433 0.6656
H 0.9144 -1.2101 1.9271
H 1.1843 0.1934 -0.5101
H 3.4728 -1.4219 1.8160
H 5.8950 -1.1118 1.7567
H 6.9063 0.4791 0.1527
H 5.4546 1.7464 -1.3768
H 3.3849 2.3120 -2.2407
H 2.1977 1.0075 -2.2601
H 2.0730 2.2951 -1.0588
```

For the lowest unoccupied orbital energy, the calculation gives 0.0054 hartree. As for the SMILES: CC(/C=C/c1ccco1)=N/NC(=O)CNc1ccccc1C. The calculation puts the highest occupied orbital energy at -7.65 eV. Its maximum force is 0.025 hartree/bohr.

=====

4.
The following is a DFT calculation (ωB97M-V/def2-TZVPD) of a structure of composition C4H11EuO3.

```
19
Properties=species:S:1:pos:R:3
C -3.6285 0.6777 -0.6327
O -2.3625 -1.4879 0.8637
H -4.6621 1.0488 -0.7073
H -3.0430 1.1322 -1.4429
H -3.9302 -0.3737 -0.6554
H -2.7181 -2.3754 0.8347
C -3.3095 2.8097 0.8858
C -2.6070 3.2752 2.1395
O -2.7147 2.3256 3.2059
C -3.3393 2.7897 4.4037
H -2.8072 3.2461 0.0088
H -4.3768 3.0804 0.9299
H -3.0631 4.2205 2.4586
H -1.5341 3.4070 1.9489
H -3.3361 1.9635 5.1219
H -2.7710 3.6333 4.8145
H -4.3678 3.1042 4.1807
Eu -2.6691 0.1609 2.5220
O -3.2463 1.3998 0.7688
```

For the lowest unoccupied orbital energy (alpha / beta), the calculation gives -0.1449 / -0.1434 hartree. As for the multiplicity: 8. As for the charge: +1. As for the expectation value of S²: 15.76. The calculation puts the highest occupied orbital energy (alpha / beta) at -11.43 / -12.07 eV. Its maximum force is 0.086 hartree/bohr.